Here is a structure of composition C34H35BrF4N8PPdS from the Open Molecules 2025 dataset. Energies are from wB97M-V/def2-TZVPD.

Last column: Löwdin charge in e.
CARTESIAN COORDINATES (ANGSTROEM)
Pd 0.56325 0.52703 -0.14311  0.717
Br 0.56653 3.02730 -0.50990  1.059
S 0.87698 0.99310 2.06182  0.770
P -1.85820 0.70018 0.02955  1.074
F -2.97089 6.45885 0.86788  0.213
F -4.40399 2.02070 0.77553  0.152
F -0.49537 5.69351 0.09746  0.132
F -4.91998 4.60641 1.19988  0.202
N 0.90929 0.28004 -2.26172  -0.012
N 3.34974 0.94064 0.86784  0.050
N 0.70871 -1.54424 0.17658  -0.121
N 0.74915 -3.45116 1.69383  -0.064
N 1.98845 -3.54870 -0.36044  -0.063
N 3.25279 1.34370 3.11596  0.019
N -0.41741 -3.63710 -0.40214  -0.056
N 2.60168 0.74387 -0.23688  -0.155
C -3.66873 1.21655 -3.54911  -0.025
C -2.82690 -0.31092 3.83673  -0.030
C 4.60365 0.92744 -1.62717  0.024
C 1.81146 0.26027 -4.88876  0.025
C -0.47819 -2.21258 -0.49186  -0.207
C -1.44243 4.79040 0.28641  -0.239
C 4.71290 1.51485 3.30857  -0.193
C -0.41682 -4.02314 1.01823  -0.110
C -4.26599 -1.59442 2.39917  -0.026
C -2.22169 0.25597 2.72898  -0.129
C -3.42155 2.89924 0.64084  -0.195
C 2.65228 1.10005 1.96741  -0.684
C 4.99099 2.68035 4.24061  -0.064
C 0.48324 0.02744 -4.59867  0.015
C -3.98045 -0.06723 -3.97798  -0.015
C 2.69220 0.49445 -3.83842  0.041
C -3.66867 -1.02725 1.28396  -0.069
C -3.03030 1.40647 -2.33423  -0.073
C -2.71587 5.19115 0.67695  -0.103
C 2.22534 0.50056 -2.54009  -0.228
C 0.70925 -2.02495 1.64194  -0.178
C -3.71097 4.24032 0.84951  -0.108
C -3.00728 -0.97705 -1.96935  -0.114
C 1.97344 -3.94333 1.05398  -0.110
C -2.14850 2.47071 0.27435  -0.324
C 0.81840 -4.11684 -1.03737  -0.112
C 3.14395 0.73282 -1.40731  -0.260
C -3.83822 -1.25096 3.67387  -0.014
C -1.18429 3.45456 0.09443  -0.509
C -3.64297 -1.15969 -3.18670  -0.027
C 1.97728 -2.12451 -0.46600  -0.142
C 0.07402 0.04496 -3.27249  -0.084
C -2.61701 -0.11837 1.44134  -0.376
C -2.70242 0.31460 -1.51872  -0.353
H -1.33057 -3.66443 1.49398  0.138
H -1.36046 -1.86753 0.03806  0.073
H 5.10776 0.58324 3.71379  0.129
H 5.12673 1.03721 -0.68453  0.084
H 3.74090 0.67003 -4.03579  0.132
H 2.01095 -5.02749 1.12794  0.147
H 4.65561 3.62353 3.80894  0.085
H 1.98143 -1.82892 -1.51349  0.120
H -2.76565 -1.85864 -1.39635  0.094
H -0.49263 -1.89552 -1.53413  0.109
H 2.67837 1.43847 3.94323  0.141
H 2.16924 0.25541 -5.91060  0.141
H 5.01522 0.07371 -2.17078  0.114
H -3.93125 2.07483 -4.15474  0.129
H 4.77582 1.81799 -2.23706  0.116
H -0.24419 -0.16767 -5.37555  0.134
H -5.08605 -2.28883 2.26919  0.129
H -4.31209 -1.69139 4.54164  0.130
H -4.06703 -1.26544 0.30965  0.105
H 2.84690 -3.53137 1.56058  0.144
H -0.19582 -1.64187 2.11053  0.105
H -0.38543 -5.10685 1.09749  0.147
H 4.50550 2.54070 5.20923  0.085
H -3.88509 -2.16311 -3.51243  0.130
H 2.82982 -1.70417 0.06457  0.129
H -2.79650 2.42048 -2.02981  0.111
H -4.48921 -0.21773 -4.92188  0.131
H 0.85772 -5.20191 -0.97605  0.147
H 1.58916 -1.60759 2.12250  0.105
H -0.95722 -0.14508 -3.01841  0.081
H 6.06289 2.75102 4.42432  0.094
H -1.48526 1.03079 2.88345  0.044
H -2.52363 -0.00495 4.82953  0.127
H 0.82475 -3.82907 -2.08964  0.141
H 5.14946 1.66607 2.32742  0.108

Computed properties:
Kohn-Sham gap = 0.2152 Ha
spin multiplicity = 1
net charge = +3
LUMO level = -10.93 eV
highest occupied orbital energy = -16.789 eV
electronic energy = -5594.5918 Ha

Here is a cluster of 2 separate species, C8H10N3 in total in a non-equilibrium geometry from the Open Molecules 2025 dataset. Energies are from wB97M-V/def2-TZVPD.

Last column: natural (NBO) charge in e.
CARTESIAN COORDINATES (ANGSTROEM)
N 3.03355 -0.95942 -1.60315  -0.435
N 2.37179 -2.04799 -1.38004  -0.210
N -0.40331 -1.98306 0.12346  -0.523
C -1.47564 2.43223 0.80568  -0.129
C -0.01698 0.21849 -0.00486  -0.218
C -0.30644 2.56510 0.04412  -0.201
C -1.55673 -1.34867 0.75460  -0.292
C 0.49017 1.47718 -0.28735  -0.127
C -2.11617 1.19492 0.92688  -0.205
C -1.37044 0.08631 0.60893  0.022
C 0.50823 -1.07249 -0.15931  0.261
H 0.14742 3.44406 -0.16216  0.224
H -1.73203 -1.68760 1.77409  0.265
H -2.10002 3.22414 1.20263  0.241
H 2.68379 -2.70164 -0.62653  0.386
H 3.73858 -0.53238 -0.93184  0.394
H -3.16677 1.09002 1.42876  0.246
H 1.36962 1.57836 -0.77000  0.202
H -0.04733 -2.91242 0.13725  0.432
H 2.59908 -0.31684 -2.27748  0.404
H -2.65037 -1.74828 0.39631  0.262

Computed properties:
Kohn-Sham gap (alpha / beta) = 0.3045 / 0.2747 Ha
spin multiplicity = 1
net charge = +1
LUMO level (alpha / beta) = -4.56 / -4.99 eV
highest occupied orbital energy (alpha / beta) = -12.847 / -12.466 eV
electronic energy = -474.6923 Ha

Here is a structure of composition C15H26IO3P2Zr in a non-equilibrium geometry from the Open Molecules 2025 dataset. Energies are from wB97M-V/def2-TZVPD.

Last column: natural (NBO) charge in e.
CARTESIAN COORDINATES (ANGSTROEM)
I 0.96001 -0.85189 -3.74788  0.236
Zr 0.12632 -0.06664 -1.16904  1.899
P 0.16409 2.55505 -1.36595  0.693
P 0.20577 -2.71502 -0.85709  0.737
O -1.56117 1.12862 1.56388  -0.583
O 0.22341 -0.06819 0.88364  -0.845
O -3.18575 -0.17614 -1.18935  -0.182
C 0.06284 0.17746 -5.63118  -0.506
C 1.30383 -3.71840 -1.92145  -0.918
C 0.75669 3.43192 0.12924  -0.893
C 1.21784 3.33105 -2.63253  -0.909
C -1.36808 -3.58099 -1.04197  -0.936
C -1.00805 0.41515 5.53390  -0.199
C 1.05394 -0.26055 3.70909  -0.111
C -1.46073 3.36273 -1.53731  -0.912
C -1.17616 0.60344 4.17062  -0.125
C 0.20946 -0.12526 5.98993  -0.107
C -2.02164 -0.10415 -1.26829  0.386
C 0.78631 -3.28679 0.77533  -0.908
C -0.19042 0.22654 3.25265  -0.252
C 1.23591 -0.45064 5.08415  -0.230
C -0.56304 0.45649 1.82992  0.779
H -1.21152 -4.66436 -0.89540  0.295
H 0.83322 -4.38519 0.76479  0.281
H -1.93976 3.06743 -2.47825  0.252
H -0.45235 -0.60712 -6.18287  0.267
H 1.73693 3.03327 0.42137  0.260
H -2.07653 1.08949 3.78727  0.246
H -0.59167 1.01000 -5.36186  0.244
H 0.35396 -0.25821 7.06163  0.252
H -2.09258 3.04317 -0.69837  0.276
H 0.03963 3.27730 0.94734  0.280
H 1.23655 -4.76955 -1.61775  0.291
H 1.02039 -3.61222 -2.97399  0.248
H -1.34166 4.45626 -1.50705  0.293
H 2.34067 -3.38690 -1.80427  0.263
H -1.81502 0.70345 6.22004  0.256
H 0.84819 4.50239 -0.11060  0.286
H 0.89902 3.02891 -3.63650  0.249
H 0.94358 0.51393 -6.19929  0.269
H 1.15727 4.42144 -2.52380  0.291
H -1.79239 -3.41543 -2.04305  0.260
H 2.18592 -0.83935 5.48987  0.251
H -2.09080 -3.22430 -0.29352  0.267
H 0.11037 -2.94805 1.57090  0.273
H 2.25636 3.01041 -2.47881  0.267
H 1.87921 -0.44562 3.02027  0.206
H 1.79162 -2.88494 0.96158  0.265

Computed properties:
Kohn-Sham gap = 0.1137 Ha
spin multiplicity = 1
net charge = +3
LUMO level = -13.54 eV
highest occupied orbital energy = -16.639 eV
electronic energy = -1839.2874 Ha

Here is a structure of composition C47H44HgN4P2S4 from the Open Molecules 2025 dataset. Energies are from wB97M-V/def2-TZVPD.

Last column: Mulliken spin population.
CARTESIAN COORDINATES (ANGSTROEM)
Hg 0.28301 -1.10063 0.09374  -0.013
S -2.30811 -1.83500 0.05906  0.144
S -0.64855 2.00915 0.18761  0.007
S 3.47310 -1.73459 -0.25245  0.001
S -0.06870 -1.63967 -2.36858  0.134
P 0.68812 1.55437 1.59559  -0.013
P 3.17400 -0.22840 1.01657  0.009
N -3.90891 -0.65876 -1.71736  0.125
N -2.17794 -0.96279 -3.84266  0.119
N 0.55786 -3.66347 0.72600  -0.003
N 1.42200 -5.59580 1.28170  0.000
C -1.85382 1.29487 5.46293  0.000
C -4.97821 -0.67251 -0.73680  -0.023
C 4.12496 -0.61889 2.55404  -0.001
C -1.31361 -0.83502 -4.99901  -0.020
C 6.17017 -1.32619 3.62452  0.000
C -5.62593 -3.09670 -0.97000  -0.003
C -0.45049 0.26117 3.80487  0.005
C 4.82205 2.05066 1.32723  0.000
C -8.22204 -2.42053 -1.68922  0.000
C 3.50464 -0.58886 3.79417  0.000
C 1.53711 0.06211 1.46466  0.018
C -4.23246 -0.07563 -3.00031  0.007
C 1.35709 -4.26850 1.56462  0.000
C 2.12843 -3.60142 2.64501  0.000
C 5.10810 2.46614 -1.39695  0.000
C -0.25557 1.48610 3.17834  -0.004
C -1.66789 2.52425 4.83959  0.000
C 2.04161 3.85922 0.78856  -0.001
C -1.84974 0.80033 -6.86115  0.005
C 0.08503 -4.62313 -0.13805  -0.006
C -1.08428 2.93021 -5.26377  -0.002
C -7.29516 -1.42788 -1.39141  0.002
C 5.53459 -1.31032 4.86402  0.000
C 2.79316 5.00814 0.97131  0.000
C -1.24871 0.16344 4.93864  -0.001
C -2.67407 -1.22465 -1.49407  0.212
C -1.01138 1.63724 -4.77472  0.004
C 5.46951 -0.98562 2.48076  -0.001
C 2.98943 4.51341 3.31303  0.000
C -3.59976 -0.90637 -4.08814  0.012
C 2.24264 3.35732 3.12561  0.001
C -6.54751 -4.08711 -1.26745  -0.001
C -1.54052 3.16435 -6.55734  0.002
C 1.75251 3.02582 1.86582  0.002
C -7.84881 -3.75343 -1.62779  0.001
C 3.26010 5.34442 2.23596  0.000
C -0.88456 2.61480 3.70104  0.000
C 5.76352 3.29670 -0.49894  0.000
C -1.73191 -1.26412 -2.57481  0.250
C 4.16859 1.20598 0.43246  -0.001
C 4.32398 1.41871 -0.93275  0.001
C 0.61088 -5.83279 0.18760  0.004
C -1.92307 2.09839 -7.35543  -0.001
C -5.99433 -1.75262 -1.02704  0.009
C 5.62084 3.08515 0.86582  0.000
C -1.39158 0.55921 -5.57376  -0.001
C 4.20306 -0.93851 4.94699  0.000
H 2.46459 -0.28262 3.84090  0.001
H 3.01241 5.64740 0.12502  0.000
H 6.12636 3.73101 1.57280  0.000
H -1.39802 -0.80037 5.41041  0.000
H -2.28510 2.27395 -8.36090  0.000
H 1.64409 3.60713 -0.18712  0.000
H -2.14468 3.41194 5.23778  0.000
H -3.77269 -0.45049 -5.06325  0.002
H -0.29671 -1.04212 -4.67367  -0.001
H 1.98370 -6.27069 1.76728  0.000
H 3.83543 0.74184 -1.62324  0.000
H 7.21457 -1.60646 3.55550  0.000
H 5.22094 2.62256 -2.46297  0.000
H -3.85584 0.95297 -3.06471  0.003
H -0.66156 1.44972 -3.76466  0.003
H 6.38742 4.10558 -0.86040  0.000
H 3.35513 4.76530 4.30125  0.000
H -5.47222 0.30338 -0.75432  0.001
H -0.78577 3.75901 -4.63461  0.000
H 2.03363 2.71154 3.97056  0.000
H 1.80151 -2.56484 2.70131  0.000
H 0.03638 -0.61331 3.38767  0.003
H 4.72568 1.88286 2.39225  0.000
H -1.58045 -1.57982 -5.75810  0.006
H -4.03760 -1.91390 -4.08728  -0.005
H 1.97383 -4.08407 3.61300  0.000
H -7.58878 -0.38458 -1.43822  0.000
H -9.23178 -2.14997 -1.97220  0.000
H 6.08092 -1.58582 5.75821  0.000
H 5.95546 -1.01719 1.51218  0.000
H -2.47110 1.22274 6.35029  0.000
H -4.61040 -3.35140 -0.68791  0.005
H 3.83922 6.24904 2.37876  0.000
H 3.70180 -0.92023 5.90750  0.000
H -2.15009 -0.03538 -7.48431  0.000
H 3.19622 -3.59494 2.41810  0.000
H -5.31737 -0.05702 -3.11684  -0.002
H -6.24968 -5.12709 -1.21755  0.000
H -8.56698 -4.53078 -1.85666  0.000
H -0.59041 -4.36218 -0.93558  0.003
H -1.59454 4.17598 -6.93935  0.000
H -0.76712 3.57023 3.20264  0.000
H 0.49587 -6.81178 -0.24213  0.000
H -4.52877 -0.80900 0.24466  0.003

Computed properties:
Kohn-Sham gap (alpha / beta) = 0.2220 / 0.2342 Ha
spin multiplicity = 2
net charge = -1
LUMO level (alpha / beta) = 2.44 / 2.18 eV
highest occupied orbital energy (alpha / beta) = -3.605 / -4.198 eV
electronic energy = -4465.4621 Ha